1.
# C23H34N2O3

An isolated molecule of C23H34N2O3 at a distorted geometry (ωB97M-V/def2-TZVPD, the OMol25 dataset).

Cartesian coordinates (Å):
1 O 8.70238 0.23925 -2.78034
2 O 7.03950 3.38139 -3.81792
3 O 2.25581 1.06047 -4.01247
4 N 9.71933 -0.44553 -4.68358
5 N 4.35119 1.66178 -3.43290
6 C 2.24402 -0.46523 0.90103
7 C 1.47594 0.09199 -0.28255
8 C 11.63778 -1.93054 -4.37124
9 C 8.45058 1.66653 -4.67703
10 C 1.91366 -0.57352 -1.61824
11 C 10.93155 -1.07751 -6.60561
12 C 8.94014 0.41374 -3.96515
13 C 10.11509 -1.71818 -4.11418
14 C 2.10506 1.39888 -0.83783
15 C -0.03528 0.07631 0.00945
16 C 9.55051 -0.68635 -6.10859
17 C 8.37021 2.87727 -3.72722
18 C 2.96707 0.53237 -1.79066
19 C 4.75194 2.62621 -4.45786
20 C 8.83879 -2.53916 -3.75462
21 C -0.67461 1.44634 0.21330
22 C 7.84602 -2.31543 -4.92724
23 C 6.20602 2.28362 -4.10881
24 C 3.14184 1.10339 -3.17500
25 C 6.99436 1.51196 -5.15744
26 C 11.87441 -1.58976 -5.82140
27 C 8.45325 -1.79792 -6.25912
28 C 5.70335 1.45703 -2.89676
29 H 1.13385 -0.50204 -2.37305
30 H 9.07747 -3.59745 -3.63282
31 H 5.86521 1.93169 -1.92803
32 H -0.14097 2.02658 0.97009
33 H 4.45747 2.33984 -5.46841
34 H 4.44092 3.64267 -4.21850
35 H 9.11395 1.90551 -5.50560
36 H 9.23624 0.20814 -6.64325
37 H 2.63153 2.04326 -0.12964
38 H 7.08473 -1.60434 -4.59645
39 H 7.63645 -1.40764 -6.87070
40 H -0.56044 -0.43275 -0.80416
41 H 12.26687 -1.29610 -3.73128
42 H 12.85220 -1.80086 -6.23874
43 H 3.32504 -0.45111 0.74086
44 H 2.03775 0.11744 1.80307
45 H 2.27438 -1.60428 -1.56776
46 H -1.70806 1.34097 0.54608
47 H 6.66940 0.47258 -5.23453
48 H 8.59446 2.60079 -2.69555
49 H 11.93290 -2.95915 -4.15599
50 H 1.38300 1.99248 -1.39379
51 H -0.68989 2.02784 -0.70856
52 H 6.85997 1.98198 -6.13239
53 H 9.05356 3.67498 -4.01678
54 H 6.03487 0.41921 -2.89092
55 H 8.85839 -2.63629 -6.83211
56 H 11.16415 -0.88529 -7.64774
57 H 10.04594 -2.38248 -5.01185
58 H 8.38645 -2.22330 -2.81132
59 H -0.23315 -0.53545 0.89498
60 H 1.95110 -1.50002 1.09110
61 H 7.31195 -3.24359 -5.12912
62 H 3.92374 0.25837 -1.34930

Output
- calculated total energy (hartree) = -1231.90878
- frontier orbital gap (eV) = 9.5682
- SMILES string = CC[C@]1(C)C[C@H](C(=O)N2CC3(C[C@H](C(=O)N4[C@@H]5CC=C[C@H]4CCC5)CO3)C2)C1

Mulliken atomic charge list, values in e, 2 entries: -0.65, -0.56

***

2.
# C23H34N2O5

An isolated molecule of C23H34N2O5 (ωB97M-V/def2-TZVPD, the OMol25 dataset).

Cartesian coordinates (Å):
1 O 6.38148 2.74342 -0.39852
2 O -4.13423 0.34775 -2.23848
3 O -7.74640 1.85902 0.10463
4 O 8.72496 -1.10167 -0.34828
5 O 1.74992 -0.86738 -0.37458
6 N -4.64916 -0.18286 -0.10640
7 N 5.15204 1.25474 0.74359
8 C 7.63285 -0.26547 -0.65473
9 C 4.89875 0.00430 1.41826
10 C -6.63215 -1.62898 1.40491
11 C 3.95253 2.04609 0.55183
12 C -7.86924 2.47855 -1.15393
13 C -6.05141 0.12346 -0.33257
14 C 8.94554 -2.09415 -1.31543
15 C 3.88962 -0.83570 0.63062
16 C 6.32001 1.69300 0.21109
17 C -1.64108 -1.23660 -1.54678
18 C -6.45170 1.41136 0.41870
19 C -3.77687 -0.01125 -1.12942
20 C -0.26129 0.40191 0.21536
21 C -0.28785 -1.41135 -1.35964
22 C 7.55707 0.83290 0.40582
23 C 0.42171 -0.59209 -0.47822
24 C -5.15011 -1.97895 1.47373
25 C 2.59446 -0.05059 0.41663
26 C 2.92668 1.27539 -0.27571
27 C -6.95580 -1.05750 0.02804
28 C -2.32990 -0.25590 -0.83965
29 C -4.30844 -0.73549 1.18463
30 C -1.62432 0.56116 0.03282
31 H -4.88953 -2.36773 2.45922
32 H 5.81830 -0.56041 1.55043
33 H 3.53147 2.29431 1.53370
34 H -6.87437 -0.90086 2.18088
35 H -4.91968 -2.74581 0.73119
36 H -6.46938 1.23725 1.49724
37 H -6.13546 0.32272 -1.40677
38 H 9.80350 -2.67181 -0.97839
39 H -7.73174 1.77284 -1.97905
40 H 4.29673 -1.09375 -0.34815
41 H 8.07481 -2.75554 -1.41391
42 H 0.24881 1.06235 0.89880
43 H -3.24870 -0.99339 1.19212
44 H 2.02836 1.87832 -0.41052
45 H 3.67609 -1.76146 1.16571
46 H 9.16318 -1.65361 -2.29624
47 H -6.82606 -1.84051 -0.72231
48 H -7.23816 -2.51864 1.58417
49 H 7.60184 0.38662 1.39819
50 H 8.42432 1.48326 0.28785
51 H 0.25480 -2.17450 -1.89453
52 H -2.14063 1.34394 0.57003
53 H -4.48798 0.01623 1.96287
54 H -7.14432 3.29348 -1.26348
55 H -5.70831 2.19256 0.19708
56 H -7.99049 -0.71413 -0.00759
57 H 4.48383 0.22468 2.41125
58 H 7.76295 0.18801 -1.64882
59 H 3.33882 1.05857 -1.26284
60 H 2.12733 0.14085 1.39477
61 H -2.17750 -1.86050 -2.24526
62 H -8.87895 2.88298 -1.19407
63 H 4.24397 2.96639 0.04389
64 H 6.70449 -0.85982 -0.67582

Output
- calculated total energy (hartree) = -1382.53427
- frontier orbital gap (eV) = 9.2040
- SMILES string = COCCC(=O)N1CCC(Oc2ccc(C(=O)N3CCCC[C@H]3COC)cc2)CC1

Mulliken atomic charge list, values in e, 2 entries: -0.67, -0.68

***

3.
# C23H35AlB3Br3Cl5F15LiNO8P2

A structure of composition C23H35AlB3Br3Cl5F15LiNO8P2 at a distorted geometry (ωB97M-V/def2-TZVPD, the OMol25 dataset).

Cartesian coordinates (Å):
1 Br -0.30346 4.04773 1.25632
2 Br 3.99775 5.12693 -2.25350
3 Br 4.74351 2.97360 1.91635
4 Cl -1.23350 3.17930 8.73120
5 Cl 0.41686 1.78249 6.79014
6 Cl -2.39773 -4.19284 1.44581
7 Cl -1.73309 -6.69974 2.82336
8 Cl -2.11699 0.64010 7.63179
9 P -0.72143 -3.18118 7.20635
10 P -7.14208 -0.03370 -1.20610
11 Al -1.93898 0.67639 3.96188
12 F -7.26893 1.55440 -1.61996
13 F -0.61794 -4.80562 7.44754
14 F -6.31090 -0.98046 -0.11819
15 F -3.71207 -1.47594 -2.10053
16 F -1.43314 -1.87417 7.86052
17 F -8.70089 -0.14884 -1.70961
18 F -5.64733 0.29207 -1.83337
19 F -4.60583 -3.31086 -2.76796
20 F -7.78376 0.42636 0.23929
21 F -2.46112 -3.13266 -2.72734
22 F 0.04141 -3.09684 8.68031
23 F 0.85837 -3.34197 6.64834
24 F -7.09175 -1.36303 -2.17723
25 F -0.76576 -2.34463 5.80265
26 F -2.23032 -3.66299 6.84302
27 O 3.79609 3.67296 -4.82357
28 O 1.62350 -0.41671 0.95105
29 O 5.13090 2.00005 -5.54154
30 O -2.79349 -0.89225 -4.53531
31 O -4.26024 -2.40367 -5.32286
32 O 2.88691 1.78196 -5.60510
33 O 1.11004 -0.45839 -1.37385
34 O 2.53544 1.24722 -0.45895
35 N 3.50872 -0.33509 -2.10235
36 C 2.32019 4.02631 0.67015
37 C -1.66814 -1.80151 -0.05476
38 C -3.85742 0.59709 -6.13999
39 C -3.50238 -0.99037 1.31705
40 C -1.70185 -5.81741 1.29036
41 C -0.83621 -0.76820 0.35689
42 C 4.36363 -1.32310 -1.41560
43 C 2.39320 3.92373 -4.95359
44 C 1.83172 2.52065 -4.98695
45 C -1.38991 0.16818 1.23841
46 C 5.02242 -1.09264 2.44692
47 C -2.97577 -1.89884 0.43969
48 C -0.72946 1.59957 8.13042
49 C 4.04674 2.43923 -5.34589
50 C 4.80519 -1.74672 1.05205
51 C -2.67952 0.07456 1.71049
52 C -3.62220 -1.92913 -4.43089
53 C 2.08198 1.85389 2.06613
54 C 1.86312 4.76617 -3.80666
55 C -3.61225 -2.46168 -2.99404
56 C 2.79387 3.21055 1.88098
57 C -2.68184 -0.31100 -5.84444
58 C 5.12750 -0.80747 -0.14906
59 B 0.65699 -0.55937 -0.07688
60 B 2.09645 0.90738 0.79956
61 B 2.38248 0.12026 -1.32791
62 Li 1.72564 -4.13294 8.25355
63 H -1.28885 -2.53323 -0.76261
64 H 3.78198 -2.13965 1.00260
65 H 2.61425 1.30881 2.86557
66 H -3.95914 1.35460 -5.36175
67 H 5.13277 -1.62264 -2.14275
68 H -1.75774 0.26601 -5.84231
69 H 1.65038 2.10642 -3.99056
70 H 5.51743 -2.58074 0.97711
71 H 6.20579 -0.90576 -0.34395
72 H -2.27647 -6.37140 0.55626
73 H 3.82831 -2.24322 -1.15219
74 H 4.07144 0.45193 -2.41440
75 H 1.29675 3.64204 0.23227
76 H -2.57506 -1.09162 -6.59837
77 H 2.21657 5.79356 -3.89498
78 H -4.50845 -1.04422 1.72708
79 H 3.02553 3.82040 -0.16265
80 H 0.76831 4.77958 -3.80650
81 H -3.60280 -2.72088 0.12495
82 H 2.23086 4.43961 -5.90433
83 H -0.22770 1.07554 8.93451
84 H -4.79133 0.03718 -6.16541
85 H 2.21861 4.38729 -2.81803
86 H 5.98276 -1.41724 2.86334
87 H -3.00118 0.84752 2.42116
88 H -3.72517 1.09178 -7.10278
89 H 4.25215 -1.49761 3.12345
90 H 1.07793 2.04244 2.46424
91 H 0.91854 2.44783 -5.57382
92 H 4.91653 -0.00303 2.45224
93 H -0.77831 1.01871 1.56969
94 H 2.30037 5.10503 0.82493
95 H 4.95248 0.25180 0.07638
96 H -0.67188 -5.72277 0.96405
97 H 2.57133 3.80873 2.77298

Output
- calculated total energy (hartree) = -14082.63425
- frontier orbital gap (eV) = 3.0402

Mulliken atomic charge list, values in e, 2 entries: -0.19, -0.15

***

4.
# C23H35F2I2N3O8

A cluster of 3 separate species, C23H35F2I2N3O8 in total at a distorted geometry (ωB97M-V/def2-TZVPD, the OMol25 dataset).

Cartesian coordinates (Å):
1 I 2.06752 -1.83431 3.30709
2 I 2.44686 -3.90112 -1.24075
3 F 5.83622 -6.77929 0.96759
4 F 2.89339 -4.94319 3.18612
5 O -3.80301 -0.24308 -1.94198
6 O -3.16827 4.10029 3.26971
7 O -3.29117 0.68322 -4.78783
8 O -2.58067 6.10899 1.05451
9 O -0.71198 3.73397 1.24174
10 O 4.51016 -6.39482 3.27341
11 O -0.89990 -0.53839 -3.34532
12 O 4.04675 -6.92922 -0.26684
13 N 4.12871 -5.23696 1.29851
14 N 5.99676 -4.24107 -1.30656
15 N 5.45049 -1.34014 3.15726
16 C 2.77511 -2.66474 1.47700
17 C -4.56966 -0.59320 -3.08278
18 C 5.59250 -4.11680 -0.23864
19 C -0.21323 -1.53738 -4.06391
20 C -0.56979 3.00352 0.04554
21 C -0.92783 0.71208 -4.00945
22 C 3.90812 -5.57923 2.64873
23 C 0.39352 -3.19252 0.84710
24 C 4.95187 -1.86908 2.26708
25 C 4.28011 -2.62590 1.21315
26 C -3.45284 4.99237 1.01774
27 C -3.27738 4.64861 4.56526
28 C 5.03380 -4.04280 1.11421
29 C -0.31611 5.09067 1.16595
30 C -1.35082 6.02480 1.75499
31 C -4.40025 0.72323 -1.10258
32 C 6.23353 -4.04328 2.03230
33 C -3.75834 -0.58420 -4.36218
34 C 7.48774 -3.87877 1.59118
35 C -4.09961 4.60484 2.33057
36 C 1.86500 -3.14516 0.64017
37 C 4.63443 -6.38439 0.60025
38 C -2.30410 1.34579 -4.02026
39 H -2.19278 2.32631 -4.49196
40 H 6.08073 -4.19097 3.08768
41 H -2.94572 -1.31139 -4.32008
42 H 8.12351 -3.15948 2.08178
43 H -2.31338 4.52695 5.05878
44 H -1.25962 2.16051 0.08936
45 H 4.47722 -2.06217 0.31141
46 H -2.65917 1.53356 -3.00608
47 H -3.51244 5.71684 4.53406
48 H -1.51173 5.81636 2.81409
49 H 0.13041 -3.32878 1.88187
50 H -0.25197 1.39003 -3.47810
51 H -4.83090 3.81202 2.12313
52 H 0.45042 2.61551 -0.05776
53 H -5.09644 0.25253 -0.40007
54 H -4.03991 4.12299 5.14975
55 H -0.82268 3.60874 -0.82999
56 H 0.86175 -1.48047 -3.86236
57 H -3.60674 1.20896 -0.53354
58 H -0.10982 5.38560 0.13180
59 H -0.39154 -1.45176 -5.13991
60 H -4.92845 1.48935 -1.67966
61 H -0.56655 0.61393 -5.03828
62 H -0.04914 -2.30822 0.40242
63 H -2.97210 4.13141 0.54880
64 H -4.42637 -0.91885 -5.15991
65 H -0.00533 -4.03614 0.30257
66 H -5.42949 0.07474 -3.19630
67 H 7.89436 -4.41632 0.75157
68 H -0.58056 -2.50912 -3.73375
69 H -4.64006 5.46695 2.73503
70 H 0.61106 5.20361 1.74296
71 H -4.94855 -1.61256 -2.93242
72 H -4.26139 5.29474 0.34668
73 H -0.93181 7.03295 1.70254

Output
- calculated total energy (hartree) = -2458.41569
- frontier orbital gap (eV) = 8.8917
- SMILES string = C=C[C@](C#N)([C@H](C#N)/C(I)=C(/C)I)N(C(=O)F)C(=O)F.COCCOCCOC.COCCOCCOC

Mulliken atomic charge list, values in e, 2 entries: 0.10, 0.05